No. 1
Density functional theory data (the ωB97M-V functional and the def2-TZVPD basis) for a cluster of 2 separate species, C2H2NO3P in total at a distorted geometry.

Each line ends with the Mulliken charge.
Positions of all 9 atoms, in Å:
1 C -2.40562 0.99520 0.02198  -0.961
2 C -0.04214 -0.46788 -0.05088  0.037
3 N -3.55641 0.73808 0.18891  -0.665
4 O 2.06482 1.42686 0.27583  -0.758
5 O 2.67786 -1.05159 0.55813  -0.781
6 O 0.86081 -0.39674 -1.25020  -0.480
7 P 1.66382 -0.00849 0.18175  0.748
8 H -0.96948 0.27595 -0.07201  0.638
9 H -0.29365 -1.51139 0.14649  0.222

Cartesian forces (eV/Å) of the 3 atoms listed first:
-4.0 0.5 0.3
-0.2 0.7 0.4
2.1 0.4 -0.3

Properties
Multiplicity   1
LUMO   0.25999 hartree
Molecular weight   119.02 g/mol
Relative energy (zero: lowest compared OMol25 entry of this formula, charge and spin)   13.7 kcal/mol
Max |F|   4.0 eV Å⁻¹
Net charge   -2
E   -699.24393 Ha

***

No. 2
Density functional theory data (the ωB97M-V functional and the def2-TZVPD basis) for a structure of composition C2H4O2S2 at a distorted geometry.

Each line ends with the Mulliken charge.
Positions of all 10 atoms, in Å:
1 C -1.21804 0.23423 0.37660  -0.632
2 C 0.18559 0.54991 0.59245  -0.347
3 O 0.99217 0.01761 -1.94287  -0.532
4 O 2.22402 -0.99806 -0.05288  -0.543
5 S -0.51640 -1.94710 -0.44276  -0.172
6 S 1.02447 -0.55301 -0.65309  0.950
7 H -2.12499 0.15943 1.11305  0.293
8 H -1.61486 0.53822 -0.56399  0.328
9 H 0.47267 1.42591 0.01794  0.260
10 H 0.57538 0.57286 1.55556  0.394

Cartesian forces (eV/Å) of the 3 atoms listed first:
-2.1 -2.8 0.0
0.5 1.0 -2.9
0.0 0.9 -1.2

Properties
Multiplicity   1
LUMO   -0.05676 hartree
Molecular weight   124.19 g/mol
Relative energy (zero: lowest compared OMol25 entry of this formula, charge and spin)   72.6 kcal/mol
Max |F|   3.5 eV Å⁻¹
Net charge   0
E   -1025.34967 Ha

***

No. 3
Density functional theory data (the ωB97M-V functional and the def2-TZVPD basis) for the molecule C2H6BrNO2S at a distorted geometry.

Each line ends with the Mulliken charge.
Positions of all 13 atoms, in Å:
1 C 0.97389 -0.01490 1.25341  -0.717
2 N 0.22701 0.15087 -0.01745  0.049
3 C 0.66431 -0.46682 -1.18230  -0.916
4 S -1.35951 0.61533 -0.00635  1.065
5 O -1.70566 1.28122 1.21308  -0.577
6 O -1.67563 1.37578 -1.17760  -0.544
7 Br -2.44881 -1.32772 -0.06276  -0.143
8 H 0.95797 -1.05111 1.70739  0.262
9 H 1.97038 0.38867 1.04734  0.310
10 H 0.37216 0.68204 1.93148  0.266
11 H -0.07450 0.02691 -2.01297  0.286
12 H 1.65328 -0.05607 -1.54289  0.346
13 H 0.44509 -1.60420 -1.15037  0.313

Cartesian forces (eV/Å) of the 3 atoms listed first:
-2.1 0.9 0.7
-0.9 1.0 2.2
-1.7 -0.1 -4.2

Properties
Multiplicity   1
SMILES   CN(C)S(=O)(=O)Br
LUMO   -0.00936 hartree
Molecular weight   188.05 g/mol
Relative energy (zero: lowest compared OMol25 entry of this formula, charge and spin)   22.0 kcal/mol
Max |F|   4.6 eV Å⁻¹
Net charge   0
E   -3257.18797 Ha

***

No. 4
Density functional theory data (the ωB97M-V functional and the def2-TZVPD basis) for a cluster of 4 separate species, H9O4 in total at a distorted geometry.

Each line ends with the Mulliken charge.
Positions of all 13 atoms, in Å:
1 O -0.13247 1.04625 -0.24378  -0.578
2 H -0.10063 1.31056 0.76724  0.460
3 H 0.67885 0.46652 -0.84219  0.438
4 H -0.95893 0.52950 -0.34163  0.392
5 O -0.67988 -1.71295 -0.26850  -0.593
6 H -0.71899 -2.54732 0.20890  0.305
7 H -0.92694 -2.14251 -1.08571  0.304
8 O 1.39772 -0.42903 -1.47837  -0.581
9 H 2.29682 -0.06763 -1.59828  0.389
10 H 1.11017 -0.56874 -2.41045  0.386
11 O -0.31155 1.43354 2.19313  -0.668
12 H -1.03011 2.04193 2.49049  0.380
13 H -0.62405 0.63987 2.60914  0.365

Cartesian forces (eV/Å) of the 3 atoms listed first:
0.0 -0.2 -0.7
0.2 -0.4 -0.5
-1.0 0.1 1.0

Properties
Multiplicity   1
LUMO   -0.12616 hartree
Molecular weight   73.07 g/mol
Relative energy (zero: lowest compared OMol25 entry of this formula, charge and spin)   22.7 kcal/mol
Max |F|   1.9 eV Å⁻¹
Net charge   +1
E   -306.09026 Ha